No. 1
Formula: C15H15GaN7O2S3
Source: OMol25
Level of theory: the ωB97M-V functional and the def2-TZVPD basis

Structure (XYZ):
```
43
C15H15GaN7O2S3 | OMol25 | the ωB97M-V functional and the def2-TZVPD basis
Ga 0.0115 0.0229 0.6640
S -2.9438 -2.3704 2.6134
O 1.6780 -1.1546 0.9193
C -1.3652 -3.5379 -0.7798
C -3.3464 -4.6078 0.9253
N 3.7940 -0.2165 0.8780
C 4.5040 0.9556 0.6938
H 5.5794 0.8443 0.7110
C -1.7235 3.6924 -1.6664
S -1.1795 0.1855 2.6620
N -1.1714 2.5904 -1.0306
H -0.6005 -3.1243 -1.4241
C 3.9083 2.1396 0.4938
H 4.9669 -1.4614 2.0995
H -2.3963 5.6831 -1.6969
S -0.3393 0.0652 -1.6986
C -2.7146 -3.4065 1.2239
C -0.9799 1.6177 -1.9440
H -1.4354 1.7190 -3.9842
H -1.7249 -5.2641 -1.9788
N -1.2131 -1.6717 0.8570
H -1.1899 5.3429 -0.4407
C -1.7359 -2.8704 0.3830
H -1.5787 2.7231 0.9055
N -0.8268 2.4061 0.3027
H 5.2272 -1.6542 0.3491
H -3.4555 -6.1944 -0.4951
C -1.9966 -4.7284 -1.0793
C 2.4477 -0.1468 0.8370
C 2.4561 2.2213 0.4916
H -4.1034 -5.0167 1.5809
C 4.4835 -1.4858 1.1249
H 4.4810 3.0392 0.3337
N 1.8108 1.0192 0.6866
N -1.8842 3.4319 -2.9231
O 1.8186 3.2585 0.3332
C -2.0619 4.9520 -0.9663
N -1.4170 2.1556 -3.0768
C -2.9789 -5.2587 -0.2371
H -2.8621 4.7921 -0.2419
H 3.7512 -2.2851 1.1038
C -1.7520 -1.3027 1.9919
H 0.0589 2.9007 0.4991
```

E_LUMO: -0.082 Eh
orbital gap: 0.3271 Ha
energy: -4233.68007 a.u.
charge: +1
relative energy (zero: lowest compared OMol25 entry of this formula, charge and spin): 0.0 kcal/mol
HOMO energy: -11.13 eV
molecular weight: 491.256 Da

---

No. 2
Formula: C15H15N3NaO3
Source: OMol25
Level of theory: the ωB97M-V functional and the def2-TZVPD basis

Structure (XYZ):
```
37
C15H15N3NaO3 | OMol25 | the ωB97M-V functional and the def2-TZVPD basis
H -3.0614 -0.7039 0.9651
C 0.3151 3.7240 -4.8612
C 2.2173 -2.6305 2.2832
H 3.2764 -2.5146 2.0903
O 1.0492 2.9584 -1.3998
C -2.8166 -2.2818 2.4147
C 1.2891 -1.8026 1.6346
C 0.4258 -3.7631 3.4687
N 0.4028 3.0008 -3.5998
C 1.7871 -3.6026 3.1925
C 0.1964 1.6227 -3.8086
H 1.0730 4.4980 -4.9376
Na 0.0000 0.0000 0.0000
N -1.0274 -1.2083 1.2661
C 0.5521 2.5985 -5.8575
C -2.3598 -1.3330 1.4959
C -1.8948 -3.0973 3.0795
C -0.0968 -1.9748 1.9027
H -3.8766 -2.3903 2.6045
C 0.6029 3.5840 -2.3376
H 2.0968 0.0443 1.2153
H 0.2590 6.7749 -1.0890
C -0.5222 -2.9541 2.8269
H 2.5138 -4.2321 3.6898
O 0.1625 1.4080 -5.1614
H -0.0506 2.6852 -6.7561
H 1.6040 2.5156 -6.1322
H -2.2526 -3.8376 3.7852
H 0.1144 -4.5200 4.1786
N 1.7427 -0.7940 0.7328
O 0.0316 0.7566 -3.0048
C 0.2217 5.0172 -2.2480
H 2.5265 -1.0577 0.1179
C 0.5488 5.7377 -1.1815
H 1.1131 5.2949 -0.3722
H -0.6701 4.1763 -4.9917
H -0.3496 5.4655 -3.0503
```

E_LUMO: -0.118 Eh
orbital gap: 0.3109 Ha
energy: -1132.74095 a.u.
charge: +1
relative energy (zero: lowest compared OMol25 entry of this formula, charge and spin): 10.1 kcal/mol
HOMO energy: -11.67 eV
molecular weight: 308.293 Da

---

No. 3
Formula: C15H15N3O2S
Source: OMol25
Level of theory: the ωB97M-V functional and the def2-TZVPD basis

Structure (XYZ):
```
36
C15H15N3O2S | OMol25 | the ωB97M-V functional and the def2-TZVPD basis
C -0.4580 -0.8579 0.8608
N 0.7516 -6.6260 2.1560
S 0.1865 -3.9373 1.5755
H 0.5841 3.2892 -1.4953
C 0.4677 -5.6200 1.3749
H 0.8586 6.7007 -0.0687
H 0.0117 5.9257 1.2729
C 0.9392 5.9417 0.7067
C -0.9323 0.9995 -1.1523
C -0.5186 -1.2954 -0.4716
C -0.3410 -2.6556 -0.8811
H 1.7405 6.2279 1.3835
H 1.2852 3.8254 0.8815
H 1.0521 -8.6600 1.5956
H 0.0131 4.9555 -1.6495
H -0.8268 -0.6436 -2.4927
N 0.3758 -6.0296 0.0729
C 1.2353 4.5787 0.0929
H -1.1209 1.6998 -1.9506
H -0.2775 -1.5650 1.6536
C -1.1431 3.7588 -0.3032
C 0.8287 -7.6625 1.2781
O -1.0181 2.6871 0.6141
C -0.0622 -3.7728 -0.1719
C 0.1939 4.1453 -0.9408
H -1.8859 3.5247 -1.0749
C -0.6270 0.4664 1.1746
O -0.0391 -5.2431 -2.0627
C -0.7674 -0.3324 -1.4599
H -0.4379 -2.8391 -1.9473
C 0.0787 -5.0619 -0.8790
H 2.2115 4.6147 -0.3951
H -1.5263 4.5853 0.2991
C -0.8610 1.4238 0.1767
N 0.6120 -7.3521 0.0290
H -0.5828 0.8039 2.1980
```

E_LUMO: -0.028 Eh
orbital gap: 0.2784 Ha
energy: -1293.51583 a.u.
relative energy (zero: lowest compared OMol25 entry of this formula, charge and spin): 58.2 kcal/mol
HOMO energy: -8.33 eV
molecular weight: 301.371 Da
SMILES string: CCCCOc1ccc(/C=c2\sc3ncnn3c2=O)cc1

---

No. 4
Formula: C15H15N3ReS5
Source: OMol25
Level of theory: the ωB97M-V functional and the def2-TZVPD basis

Structure (XYZ):
```
39
C15H15N3ReS5 | OMol25 | the ωB97M-V functional and the def2-TZVPD basis
H 4.6879 1.2194 -0.1099
H -1.3551 0.1898 -2.3151
C -1.0658 4.5795 -0.7371
C 4.1471 -0.8483 0.0197
H -2.0709 2.7054 -0.8280
C 3.0871 -1.7655 0.0832
S -4.5392 2.5737 0.4038
H 5.1732 -1.1960 0.0221
S -4.2932 -1.7873 0.5779
C -1.1378 3.2283 -0.6759
H 0.2655 6.2720 -0.5256
H 3.2540 -2.8315 0.1500
H -1.9589 5.1519 -0.9480
C -3.8362 -0.1045 0.7322
N 1.5404 0.0696 -0.0069
C 3.8840 0.4950 -0.0507
H 2.2615 4.8770 -0.1494
H -0.1750 -1.0985 -1.9316
C 0.1763 5.1912 -0.5144
N -0.0318 2.4425 -0.4014
H -3.8554 2.4144 2.7428
C 2.5618 0.9352 -0.0530
Re -0.5170 0.5263 0.1325
C 1.1751 3.0349 -0.2580
H 3.1616 2.8544 -0.0574
S -2.2663 0.1829 1.5034
C -4.6993 2.8245 2.1937
C -4.7028 0.8248 0.3148
H 0.9656 -1.9400 0.0957
C -1.0282 -0.5315 -1.5609
C -5.8260 -1.5037 -0.2307
S -6.1631 0.2115 -0.3854
C 1.8221 -1.2788 0.0610
H -1.8548 -1.2018 -1.3132
S -6.7782 -2.6721 -0.7481
H -4.7363 3.9040 2.3345
C 1.2888 4.4227 -0.2919
H -5.6328 2.3926 2.5464
N 2.3228 2.2948 -0.0953
```

E_LUMO (alpha / beta): -0.279 / -0.311 Eh
orbital gap (alpha / beta): 0.2029 / 0.1709 Ha
energy: -2813.46006 a.u.
charge: +2
HOMO energy (alpha / beta): -13.12 / -13.11 eV
molecular weight: 583.848 Da
multiplicity: 4

---

No. 5
Formula: C15H15N7O4Zr
Source: OMol25
Level of theory: the ωB97M-V functional and the def2-TZVPD basis

Structure (XYZ):
```
42
C15H15N7O4Zr | OMol25 | the ωB97M-V functional and the def2-TZVPD basis
C -4.5036 3.3291 -0.0664
C 0.0522 -2.6129 1.7365
H -5.2298 4.1268 -0.1299
N 1.4441 2.5226 0.4934
N 0.1374 -1.9329 0.5693
C 5.7910 1.0270 1.8146
H -5.9672 1.7633 -0.1997
O 1.8597 0.2602 0.5114
H 5.8485 4.3746 1.2828
O 0.0104 -3.5941 -0.9355
C -0.8234 2.9696 0.2851
H -0.8506 0.0069 2.9511
C -3.1655 3.6176 0.0512
Zr 0.0527 0.0771 -0.1628
N 0.0307 -3.9174 1.8535
H -0.0318 -2.1473 3.7295
C 4.1616 3.1080 0.9439
H 0.8037 0.0199 3.0163
C 2.2802 1.5339 0.6339
N 0.1486 2.1050 0.1997
H 3.5171 3.9014 0.5938
N -0.0040 -0.4017 2.5696
H -0.5629 4.0020 0.5062
C -2.6432 1.2455 0.1311
H 4.1121 -0.2551 1.4351
H 7.2877 2.5348 2.0897
H -2.8261 4.6463 0.0547
C 6.2732 2.3288 1.7758
O 0.1469 -1.4980 -1.5239
N 0.0944 -2.4364 -0.6566
C 4.4937 0.7579 1.4209
H -0.0317 -4.3726 2.7535
C -2.2002 2.5963 0.1385
C -3.9954 0.9694 0.0029
H -4.3160 -0.0642 -0.0169
N -0.0010 -1.7884 2.7859
C 3.6657 1.8002 0.9949
C -4.9160 1.9985 -0.0993
H 6.4315 0.2216 2.1471
H 0.0629 -4.4980 1.0285
O -1.7694 0.2145 0.2998
C 5.4617 3.3661 1.3305
```

E_LUMO: -0.294 Eh
orbital gap: 0.2202 Ha
energy: -1311.34486 a.u.
charge: +2
relative energy (zero: lowest compared OMol25 entry of this formula, charge and spin): 24.7 kcal/mol
HOMO energy: -13.98 eV
molecular weight: 448.554 Da

---

No. 6
Formula: C15H15NO5S
Source: OMol25
Level of theory: the ωB97M-V functional and the def2-TZVPD basis

Structure (XYZ):
```
37
C15H15NO5S | OMol25 | the ωB97M-V functional and the def2-TZVPD basis
O -1.7091 0.5814 -2.8286
O 1.5824 -0.6492 5.0112
H -3.8838 4.1887 -4.3973
H 1.4479 -3.8031 2.7763
H 3.6744 -1.2112 4.0996
C -0.8943 0.1680 -1.8243
C -0.4147 1.0142 -0.8243
C 0.6515 -3.2808 3.3098
C -1.7633 4.4630 -4.2866
N 0.3819 -2.0917 2.5263
H 0.3675 4.4341 -4.0804
O 3.1970 -2.0294 4.3163
O 2.3622 -2.6675 1.0986
H -0.9895 -1.8332 -2.5620
H -0.2466 -3.9070 3.3134
H 0.7584 1.1279 0.9742
C -2.9055 2.4619 -3.6149
O 2.3625 -0.4541 2.1703
C 1.9679 -1.7528 4.7304
H 0.4383 2.1410 -3.1854
C 0.1780 -1.7045 -0.7626
C -2.9373 3.7461 -4.1262
H -0.0235 -1.3397 3.0652
S 1.6284 -1.5221 1.5469
C -0.5522 3.8850 -3.9455
C 0.3651 0.4969 0.1932
C -0.5986 -1.1972 -1.7838
H -3.8096 1.8880 -3.4856
H -1.7910 5.4668 -4.6821
C -0.5068 2.5995 -3.4371
H 1.6267 -3.8298 5.1655
C 0.6597 -0.8520 0.2134
C 1.0822 -2.9803 4.7577
C -1.6891 1.8895 -3.2623
H 0.2103 -2.7612 5.3752
H -0.6621 2.0650 -0.8419
H 0.4348 -2.7500 -0.7124
```

E_LUMO: 0.024 Eh
orbital gap: 0.3483 Ha
energy: -1409.74184 a.u.
relative energy (zero: lowest compared OMol25 entry of this formula, charge and spin): 5.2 kcal/mol
HOMO energy: -8.84 eV
molecular weight: 321.354 Da
SMILES string: O=C(O)CCNS(=O)(=O)c1ccc(Oc2ccccc2)cc1

---

No. 7
Formula: C15H15NO5S
Source: OMol25
Level of theory: the ωB97M-V functional and the def2-TZVPD basis

Structure (XYZ):
```
37
C15H15NO5S | OMol25 | the ωB97M-V functional and the def2-TZVPD basis
H -4.1619 0.1094 -2.1548
C -1.4213 1.1442 -0.8258
O 3.2428 1.3906 1.5851
C 1.1607 -2.6913 -0.9002
C -0.9212 1.7379 1.4524
N 2.1199 2.1766 -0.5556
H -1.2583 1.8390 2.4719
H 1.4182 -0.3869 1.5895
H 2.3689 -2.7160 -2.6561
O -0.1373 -2.5955 1.0426
C 2.5495 -0.4397 -0.1941
H -0.8247 -0.9523 2.1131
H 2.3002 2.2176 -1.5484
C 1.5809 -0.9167 0.6669
C 2.8467 -1.0542 -1.3904
C -1.8184 1.2475 0.5102
C -3.6257 0.6939 -1.4061
H -1.2983 -2.5793 2.6714
S 3.2604 1.1600 0.1750
H -4.0256 1.7166 -1.3785
H 3.6144 -0.6378 -2.0219
C -0.4843 -1.9808 2.2655
O 4.4771 1.3584 -0.5511
C 2.1489 -2.2053 -1.7314
H 0.1723 1.3485 -2.2152
C 0.8614 -2.0534 0.3087
O -2.2735 0.7171 -1.8094
H -3.3198 -0.9423 -0.0382
H 0.3548 -1.9858 2.9665
C 0.3656 2.0802 1.0906
H 1.0717 2.4403 1.8195
H -4.7887 0.0224 0.3074
C -0.1181 1.4633 -1.1824
H 0.5972 -3.5726 -1.1625
C -3.7485 0.0694 -0.0173
O -3.0681 0.8611 0.9309
C 0.7821 1.9159 -0.2279
```

E_LUMO: 0.024 Eh
orbital gap: 0.3304 Ha
energy: -1409.70730 a.u.
relative energy (zero: lowest compared OMol25 entry of this formula, charge and spin): 26.9 kcal/mol
HOMO energy: -8.35 eV
molecular weight: 321.354 Da
SMILES string: COc1cccc(S(=O)(=O)Nc2ccc3c(c2)OCCO3)c1

---

No. 8
Formula: C15H15NOS2
Source: OMol25
Level of theory: the ωB97M-V functional and the def2-TZVPD basis

Structure (XYZ):
```
34
C15H15NOS2 | OMol25 | the ωB97M-V functional and the def2-TZVPD basis
H -2.8784 2.1010 -2.8571
H -0.3081 -3.2828 2.1426
C 4.2499 -2.1816 0.4827
H 4.0075 -3.2297 0.3344
C -0.1217 1.5625 1.8558
H 1.3796 3.1760 -0.7034
H 1.9097 2.1019 1.4521
O -0.8496 0.6000 -2.8083
C 1.5542 -1.5501 -0.0656
H -2.1218 -2.1739 0.9031
H 5.2669 -1.9895 0.1558
C -0.7058 2.7495 -0.5847
S -3.3751 2.0312 -0.4732
N -1.8475 -0.4974 -1.0698
C 0.5350 -0.9377 -0.7877
H 4.1381 -1.8928 1.5237
C 0.5947 2.7272 -0.1142
C -1.7067 2.1451 0.1594
C -0.0723 -2.6228 1.3209
H 0.1016 1.0993 2.8052
C 1.2535 -2.3982 0.9906
C -3.0257 1.3080 -2.1246
C 0.8903 2.1277 1.0985
S 3.1944 -1.1455 -0.5739
H -3.9119 0.7306 -2.3881
C -0.7874 -1.1552 -0.4376
C -1.0915 -2.0062 0.6248
H -2.7284 -0.5609 -0.5738
H -0.9328 3.2161 -1.5308
H 2.0287 -2.8827 1.5608
C -1.7817 0.4356 -2.0578
C -1.4226 1.5660 1.3871
H 0.7826 -0.2842 -1.6072
H -2.2179 1.1137 1.9604
```

E_LUMO: 0.023 Eh
orbital gap: 0.3192 Ha
energy: -1506.98573 a.u.
relative energy (zero: lowest compared OMol25 entry of this formula, charge and spin): 2.2 kcal/mol
HOMO energy: -8.05 eV
molecular weight: 289.425 Da
SMILES string: CSc1cccc(NC(=O)CSc2ccccc2)c1